# 1
Here is the ion C3H7INO with charge +1 in a non-equilibrium geometry from the Open Molecules 2025 dataset. Energies are from wB97M-V/def2-TZVPD.

charge	+1
LUMO level	-4.020	eV
Kohn-Sham gap	0.3304	hartree
molecular weight	200.0	Da
max |F|	5.95	eV/A

The geometry in XYZ format:
```
13
C3H7INO wB97M-V/def2-TZVPD
C 1.2228 0.9788 0.9985
N 0.4343 0.7793 -0.2474
C 0.0170 -0.6074 -0.2607
O -1.1496 -0.8535 0.4944
C -1.7201 -1.0351 -0.6773
I -2.1417 -3.0338 -1.2897
H 0.7002 0.6741 2.0321
H 2.0562 0.2454 1.1081
H 1.5240 1.9835 1.2162
H 1.1004 0.9850 -0.9959
H -0.4545 1.5058 -0.4243
H 0.5601 -1.3670 -0.6872
H -2.1491 -0.2550 -1.2667
```

=====

# 2
Here is a cluster of 2 separate species, C3H7INP in total in a non-equilibrium geometry from the Open Molecules 2025 dataset. Energies are from wB97M-V/def2-TZVPD.

LUMO level	-0.671	eV
Kohn-Sham gap	0.3139	hartree
molecular weight	215.0	Da
max |F|	3.44	eV/A

The geometry in XYZ format:
```
13
C3H7INP wB97M-V/def2-TZVPD
H -0.4255 -1.4753 1.1829
P -0.9505 -0.2356 1.3938
N -0.6502 0.6937 0.1662
C 0.2635 0.5960 -0.9846
C 0.9214 -0.7488 -0.9847
C 1.7771 -1.0900 -0.0333
H 0.8184 1.4788 -0.9230
H -0.4456 0.7265 -1.8760
H 0.4641 -1.4477 -1.6713
H 1.8912 -2.1755 0.1845
H 1.9358 -0.4705 0.8153
I -3.2770 2.7384 1.2623
H -2.3227 1.4099 1.4678
```

=====

# 3
Here is a cluster of 2 separate species, C3H7IO4 in total in a non-equilibrium geometry from the Open Molecules 2025 dataset. Energies are from wB97M-V/def2-TZVPD.

LUMO level	-1.105	eV
Kohn-Sham gap	0.2731	hartree
molecular weight	234.0	Da
max |F|	3.97	eV/A

The geometry in XYZ format:
```
15
C3H7IO4 wB97M-V/def2-TZVPD
C -0.7865 0.9444 0.2351
C 0.2695 0.0358 -0.3837
C 0.2821 -1.3090 0.3050
O -0.1008 -0.1212 -1.7205
O 1.5755 0.6237 -0.3737
O -0.8119 -1.9895 0.1110
O 1.0020 -1.5855 1.4492
I 2.3694 -2.4511 -1.6513
H -0.5783 1.3623 1.2413
H -1.6858 0.4210 0.0776
H -0.7826 1.8699 -0.3629
H 0.5214 -0.6982 -2.0544
H 2.2519 -0.0683 -0.4752
H -0.9139 -2.7411 0.8216
H 1.7210 -0.9777 1.5754
```

=====

# 4
Here is the molecule C3H7IOS in a non-equilibrium geometry from the Open Molecules 2025 dataset. Energies are from wB97M-V/def2-TZVPD.

LUMO level	-0.670	eV
Kohn-Sham gap	0.3191	hartree
molecular weight	218.1	Da
max |F|	4.64	eV/A

The geometry in XYZ format:
```
13
C3H7IOS wB97M-V/def2-TZVPD
C -0.0632 0.7839 -1.2438
C 0.0575 0.7665 1.2430
C -0.2120 -0.0744 0.0389
O 0.4794 -2.0587 1.5266
S 0.8749 -1.5431 0.2621
I -0.0407 -2.9798 -1.5571
H 0.9066 1.2217 -1.1009
H 0.0769 0.2269 -2.2028
H -1.0092 1.3593 -1.5327
H 1.0346 0.8545 1.3747
H -0.2908 0.2280 2.0825
H -0.5094 1.6647 1.0832
H -1.3045 -0.4495 0.0264
```

=====

# 5
Here is a cluster of 2 separate species, C3H7IOS in total in a non-equilibrium geometry from the Open Molecules 2025 dataset. Energies are from wB97M-V/def2-TZVPD.

LUMO level	0.480	eV
Kohn-Sham gap	0.3013	hartree
molecular weight	218.1	Da
max |F|	5.13	eV/A

The geometry in XYZ format:
```
13
C3H7IOS wB97M-V/def2-TZVPD
C -0.2498 -1.2291 0.3495
C 0.2308 -0.4180 -0.7611
C 1.8368 0.7258 0.4343
O -0.4718 0.5308 -1.3610
S 1.7973 2.4275 -0.2051
I 3.5882 -0.3869 0.0265
H -0.4882 -0.7092 1.1957
H 0.5882 -1.8312 0.5484
H -0.9606 -1.9388 -0.2375
H 0.7436 -0.9483 -1.4538
H 1.5405 0.5911 1.4366
H -0.8336 1.2559 -0.6821
H 1.8505 1.9411 -1.4665
```

=====

# 6
Here is a structure of composition C3H7IS in a non-equilibrium geometry from the Open Molecules 2025 dataset. Energies are from wB97M-V/def2-TZVPD.

LUMO level	0.548	eV
Kohn-Sham gap	0.3487	hartree
molecular weight	202.1	Da
max |F|	3.93	eV/A

The geometry in XYZ format:
```
12
C3H7IS wB97M-V/def2-TZVPD
C 0.5645 -1.1767 -1.0134
C 0.8042 -0.2803 1.3462
C 0.9099 -0.1636 -0.2137
S -1.9807 1.4436 0.1094
I 1.5523 1.5339 -1.3074
H -0.0302 -2.0387 -0.6092
H 0.5698 -1.0781 -2.0387
H -3.0563 0.9091 -0.5188
H -0.1285 -0.6349 1.6321
H 1.1200 0.5043 1.9281
H 1.4816 -1.1025 1.6407
H -1.8067 2.0839 -0.9554
```